# 1
{"formula": "C18H54O9S9", "method": "ωB97M-V with the def2-TZVPD basis set", "e_homo_ev": -8.11, "e_above_lowest_kcal_mol": 11.01, "multiplicity": 1, "fmax_ev_per_a": 2.69, "species": ["C", "S", "O", "C", "H", "H", "H", "H", "H", "H", "C", "S", "O", "C", "H", "H", "H", "H", "H", "H", "C", "S", "O", "C", "H", "H", "H", "H", "H", "H", "C", "S", "O", "C", "H", "H", "H", "H", "H", "H", "C", "S", "O", "C", "H", "H", "H", "H", "H", "H", "C", "S", "O", "C", "H", "H", "H", "H", "H", "H", "C", "S", "O", "C", "H", "H", "H", "H", "H", "H", "C", "S", "O", "C", "H", "H", "H", "H", "H", "H", "C", "S", "O", "C", "H", "H", "H", "H", "H", "H"], "xyz": [[-3.61834, -16.98821, 9.22351], [-3.76847, -18.04762, 10.61467], [-5.23731, -17.97354, 10.96456], [-3.59441, -19.64763, 9.82887], [-4.46014, -17.22348, 8.55079], [-2.64030, -16.84464, 8.77096], [-3.89684, -16.07951, 9.77598], [-2.57448, -20.02074, 9.69990], [-4.02008, -19.49335, 8.89163], [-4.17154, -20.36018, 10.38881], [-11.20034, -15.35494, 14.83286], [-9.72241, -16.03886, 15.53800], [-9.56015, -17.46085, 15.15520], [-8.63704, -15.05022, 14.48174], [-12.01494, -16.13550, 14.88544], [-11.16310, -15.02251, 13.78315], [-11.58335, -14.43023, 15.35567], [-7.63427, -15.10888, 14.91182], [-9.04508, -14.05355, 14.61271], [-8.70926, -15.38879, 13.44480], [-7.23269, -18.67088, 8.31975], [-6.96555, -17.58641, 6.92969], [-5.50032, -17.37588, 6.77821], [-7.45840, -18.66221, 5.55386], [-6.66120, -19.62692, 8.21385], [-8.27869, -18.85510, 8.54974], [-6.83016, -18.12357, 9.14177], [-7.08615, -18.14559, 4.67698], [-8.52407, -18.94268, 5.60878], [-6.88160, -19.60282, 5.63449], [-11.47762, -15.21360, 4.19874], [-9.94010, -15.68677, 5.05698], [-9.15213, -14.48150, 5.32629], [-10.85388, -16.07201, 6.59365], [-11.57468, -14.18803, 4.51467], [-12.34126, -15.84513, 4.54313], [-11.23634, -15.29019, 3.12422], [-11.65252, -15.35649, 6.79741], [-10.03785, -16.03994, 7.34009], [-11.31402, -17.09069, 6.49077], [-12.92362, -15.53504, 10.64744], [-14.20764, -15.58147, 11.87552], [-13.80705, -16.55884, 12.96352], [-13.81260, -13.91102, 12.59351], [-11.97705, -15.49627, 11.20108], [-13.05101, -14.68013, 9.97331], [-13.03057, -16.40205, 9.95014], [-14.62753, -13.56123, 13.29391], [-13.71775, -13.14926, 11.80266], [-12.89665, -14.08598, 13.08906], [-7.13697, -14.77446, 10.65197], [-8.80767, -15.19976, 10.13414], [-9.66864, -14.96752, 11.42514], [-9.20289, -13.76090, 9.07360], [-7.22401, -14.23685, 11.57973], [-6.59292, -14.19659, 9.90967], [-6.56465, -15.73396, 10.77065], [-8.79154, -13.81744, 8.04848], [-8.69456, -12.89971, 9.50531], [-10.29687, -13.76292, 8.99586], [-8.31068, -18.84913, 12.07962], [-9.69996, -18.31030, 11.01097], [-9.89956, -19.41075, 9.98386], [-11.15581, -18.35827, 12.14658], [-8.40901, -18.32044, 13.03000], [-7.29130, -18.74127, 11.69120], [-8.40449, -19.87344, 12.42443], [-11.94761, -17.81962, 11.64848], [-10.90992, -17.79445, 13.03180], [-11.42628, -19.38828, 12.35965], [-10.44933, -11.62195, 12.45246], [-10.48383, -11.01005, 10.76746], [-11.92012, -10.93975, 10.32308], [-9.92489, -9.26451, 10.98071], [-10.61571, -12.72314, 12.35506], [-11.35180, -11.20068, 12.90380], [-9.55411, -11.40251, 13.05178], [-10.22233, -8.74802, 10.07251], [-8.83314, -9.30824, 11.08924], [-10.36806, -8.84428, 11.88577], [-6.55213, -11.79572, 5.35554], [-5.60814, -12.67841, 6.60522], [-6.34450, -12.67963, 7.90619], [-5.82411, -14.34582, 5.90997], [-7.39346, -12.43597, 5.07098], [-5.85687, -11.70234, 4.55328], [-6.95023, -10.95696, 5.86667], [-5.41938, -14.45065, 4.91618], [-6.91539, -14.44244, 5.81586], [-5.29903, -15.11542, 6.47450]], "atomic_forces_ev_per_a": [[-1.04, 0.91, 0.31], [0.05, -0.81, 1.31], [0.51, 0.11, -0.26], [0.82, -0.12, 0.63], [0.71, 0.09, -0.13], [-0.01, -0.37, 0.02], [0.18, 0.31, -0.59], [0.00, 0.38, 0.23], [-0.86, -0.14, -1.80], [-0.23, -0.20, 0.38], [-2.63, 0.35, -0.45], [0.69, 0.60, 0.20], [-0.23, -0.27, -0.37], [0.05, -0.29, 0.71], [0.83, 0.78, 0.05], [0.59, -0.60, 0.12], [0.67, -1.07, 0.07], [-0.05, 0.00, -0.30], [0.22, 0.36, -0.24], [-0.02, 0.09, 0.16], [0.54, -1.00, -0.55], [-1.25, 0.03, -0.22], [0.46, -0.28, -0.07], [0.61, -1.00, 0.86], [-0.47, 0.73, -0.04], [-0.28, -0.08, -0.30], [0.46, 0.36, 0.80], [-0.57, 0.11, -0.31], [0.39, 0.59, -0.30], [-0.12, 0.39, 0.07], [0.41, -0.68, -0.31], [-1.57, -1.61, 0.47], [0.49, 1.23, 0.03], [0.63, -0.85, -0.06], [-0.41, 0.47, -0.08], [0.93, 0.58, -0.61], [-0.62, 0.12, 0.43], [0.29, 0.19, -0.01], [-0.72, -0.25, 0.01], [0.62, 0.80, 0.21], [0.25, -0.44, -0.86], [-0.59, 0.37, 1.37], [-0.10, 0.74, -1.07], [-1.96, 0.20, -0.66], [0.11, -0.10, -0.55], [0.01, 0.21, 0.49], [0.27, 0.27, 0.96], [0.92, -0.75, -0.67], [0.09, -0.37, 0.18], [0.97, 0.08, 0.67], [0.81, -1.27, -0.53], [-1.25, 0.87, 1.18], [1.14, -0.30, -1.87], [0.69, -0.45, -0.36], [-0.04, 0.18, 0.38], [-0.23, 0.25, -0.27], [-0.61, 0.75, 0.24], [-0.01, -0.54, 0.46], [-0.70, 0.16, 0.16], [0.29, 0.43, 0.36], [-0.52, -0.12, 1.13], [0.20, -0.82, -0.07], [-0.04, 0.54, 0.41], [1.13, -0.12, -0.47], [0.09, 0.55, -0.11], [-0.53, 0.42, -0.47], [-0.43, -0.48, -0.48], [-0.16, -0.15, -0.27], [0.21, 0.00, 0.46], [0.03, -0.04, 0.03], [-0.88, -0.59, 0.27], [0.18, 0.72, -1.07], [0.53, -0.20, 0.65], [0.09, -1.08, 0.69], [0.41, 0.75, 0.07], [0.15, 0.08, 0.25], [-0.19, 0.00, -0.49], [0.00, 0.02, 0.07], [-0.24, 0.14, -0.12], [-0.10, 0.14, -0.23], [-0.72, -2.13, 0.71], [0.99, -0.70, 0.19], [-0.35, 0.00, -0.15], [-0.46, 0.44, -0.10], [0.02, 0.13, -0.13], [0.25, 0.78, -0.70], [0.06, 1.27, -0.01], [0.27, 0.49, -0.56], [0.30, -0.52, 0.37], [-0.42, 0.21, 0.48]]}


# 2
{"formula": "C18H55F6N20O15Ti", "method": "ωB97M-V with the def2-TZVPD basis set", "e_homo_ev": [-4.95, -8.63], "multiplicity": 4, "s2": 3.751, "fmax_ev_per_a": 7.60, "species": ["O", "H", "H", "H", "Ti", "C", "O", "O", "C", "F", "F", "F", "C", "C", "H", "H", "H", "H", "H", "H", "C", "O", "O", "C", "F", "F", "F", "C", "C", "H", "H", "H", "H", "H", "H", "C", "O", "N", "N", "H", "H", "H", "H", "C", "O", "N", "N", "H", "H", "H", "H", "C", "O", "N", "N", "H", "H", "H", "H", "C", "O", "N", "N", "H", "H", "H", "H", "C", "O", "N", "N", "H", "H", "H", "H", "C", "O", "N", "N", "H", "H", "H", "H", "C", "O", "N", "N", "H", "H", "H", "H", "C", "O", "N", "N", "H", "H", "H", "H", "C", "O", "N", "N", "H", "H", "H", "H", "C", "O", "N", "N", "H", "H", "H", "H"], "xyz": [[2.47167, -0.91450, 4.84074], [2.75956, -0.67914, 3.95568], [3.12723, -1.38847, 5.35764], [2.34284, -0.12334, 5.36900], [2.50920, 0.90777, 1.07986], [4.13884, -1.67430, 1.37059], [4.52445, -0.75502, 0.30823], [3.40385, -0.98048, 2.31109], [3.91672, -3.14939, 0.98669], [3.94856, -4.00902, 2.04121], [2.72520, -3.48031, 0.34287], [4.87052, -3.58023, 0.19159], [3.62952, -0.80054, -0.79363], [4.18564, 0.12010, -1.86141], [5.07570, -0.37515, -2.24949], [3.57847, 0.23521, -2.75930], [4.32843, 1.15453, -1.54889], [2.62264, -0.38912, -0.72275], [3.45482, -1.79813, -1.19664], [5.12785, -1.81184, 1.80767], [0.03988, 1.48905, -0.61086], [0.49804, 0.35834, 0.23043], [1.02707, 2.49198, -0.34695], [-0.25382, 1.03056, -2.13967], [-0.93811, 1.93417, -2.81914], [0.82853, 0.72477, -2.92127], [-1.06535, -0.02041, -2.14008], [-0.59097, -0.60054, 0.64607], [-0.10706, -1.42389, 1.76683], [-0.76202, -2.27864, 1.93575], [0.80582, -1.80624, 1.31014], [0.22562, -0.85243, 2.63334], [-0.82069, -1.41691, -0.03866], [-1.46338, -0.04763, 0.99437], [-0.89681, 1.76116, -0.12436], [1.10686, 0.76134, -7.08110], [0.45774, 0.17958, -7.88441], [0.57130, 1.11730, -5.94526], [2.24219, 1.26838, -7.23565], [-0.40823, 0.87431, -5.90550], [1.18687, 1.55985, -5.27794], [2.70509, 1.60241, -6.40244], [2.68696, 1.15651, -8.13552], [-4.30050, -1.89554, -0.95867], [-5.19479, -1.88469, -0.09330], [-3.61632, -2.98617, -1.23737], [-3.62992, -0.76522, -1.23325], [-2.83950, -2.99307, -1.88282], [-4.19678, -3.81257, -1.22210], [-3.84457, 0.19855, -1.02074], [-2.73191, -0.86715, -1.68413], [-3.82504, 3.26551, -3.43222], [-4.61258, 3.50089, -4.33476], [-2.76136, 3.94416, -3.13846], [-3.88816, 2.34511, -2.51283], [-2.20378, 3.68838, -2.33610], [-2.69457, 4.87040, -3.53559], [-3.13970, 2.52852, -1.85994], [-4.70633, 1.76475, -2.39504], [-0.67540, 6.23990, -0.03119], [0.29868, 6.93094, -0.30027], [-0.81990, 4.98763, -0.32009], [-1.80599, 6.76867, 0.48294], [-1.74435, 4.58884, -0.23980], [-0.10120, 4.37257, -0.67402], [-1.96763, 7.74563, 0.28415], [-2.64993, 6.21842, 0.41161], [1.69423, -4.57086, 4.71672], [1.08709, -5.42659, 5.32302], [2.92343, -4.25338, 4.84962], [1.11093, -3.73752, 3.96146], [3.31271, -3.60111, 4.18396], [3.61792, -4.85544, 5.26832], [1.63638, -3.12050, 3.35873], [0.12007, -3.93222, 3.94157], [2.72355, 4.53277, -3.01930], [3.01298, 5.04782, -4.11553], [2.25809, 3.34005, -2.98071], [2.58482, 5.13749, -1.88922], [2.23878, 2.90826, -2.06787], [1.97206, 2.82826, -3.80312], [2.75448, 6.12977, -1.80742], [2.27914, 4.55388, -1.12367], [1.21350, 2.69153, 3.62581], [1.97973, 1.73583, 3.37223], [0.70477, 3.47635, 2.81872], [0.74737, 2.91268, 4.83420], [0.17694, 4.25578, 3.18477], [0.92996, 3.43503, 1.83501], [1.12143, 2.47936, 5.66632], [0.05702, 3.63697, 4.97172], [-3.64581, 2.57696, 1.13727], [-3.21622, 3.42827, 0.41904], [-4.63820, 1.82312, 0.80785], [-3.14176, 2.16859, 2.21642], [-5.08631, 1.18525, 1.45004], [-5.12460, 2.00571, -0.05828], [-2.43862, 2.69934, 2.71038], [-3.51127, 1.32298, 2.62693], [-2.73841, -5.57179, 2.16411], [-1.90865, -4.89964, 2.82739], [-3.91353, -5.16764, 1.73811], [-2.52004, -6.80725, 1.86266], [-4.29692, -4.27176, 2.00364], [-4.29881, -5.62826, 0.92602], [-3.14138, -7.36934, 1.29866], [-1.70114, -7.26725, 2.23400], [0.53543, -5.28673, -0.51248], [1.27274, -5.89595, -1.28310], [0.29976, -5.70939, 0.70791], [-0.28473, -4.35659, -0.79685], [0.78510, -6.43157, 1.22075], [-0.50121, -5.21712, 1.07698], [-0.20611, -4.07896, -1.76476], [-1.00195, -3.98169, -0.19259]], "atomic_forces_ev_per_a": [[-1.07, -0.15, 2.40], [1.32, 0.07, -3.29], [0.72, -1.12, -0.24], [-0.62, 1.09, -0.13], [-0.02, -0.10, 0.70], [2.35, 2.08, 2.10], [-1.71, -1.67, -0.08], [-1.47, -0.67, -0.58], [-2.35, -1.26, -1.10], [-0.09, 1.02, 0.46], [0.77, 0.88, 0.70], [0.74, 0.37, -0.61], [-0.13, 1.19, -1.89], [0.76, -0.57, -1.09], [0.54, 0.62, 0.14], [-0.63, -0.41, 0.20], [0.42, -0.22, 0.45], [-0.66, -0.05, 1.39], [0.36, -0.13, 0.14], [0.50, -0.27, 0.26], [3.04, 1.58, 1.56], [-2.46, -1.55, -0.97], [-1.91, -2.46, -1.14], [1.38, 0.63, 0.64], [0.12, 1.17, 0.01], [-0.56, 0.04, 1.24], [0.00, -1.39, 0.21], [0.40, 0.92, 0.36], [1.90, -0.27, 0.07], [-0.11, 0.21, 0.46], [0.41, -0.63, 0.52], [-0.45, -0.13, 0.29], [-0.21, 0.99, -1.16], [-0.19, 0.36, -0.75], [-0.73, 0.20, -0.64], [-3.59, -0.38, 0.29], [-1.66, -2.37, -3.20], [-1.51, 0.25, 3.26], [6.84, 1.95, -1.46], [0.28, 0.32, 0.99], [-1.32, -0.06, 0.37], [0.58, 0.23, -0.88], [0.35, 0.06, 0.51], [-0.53, 2.98, 4.77], [-0.65, -0.49, -1.61], [0.64, -3.16, -1.32], [1.47, 1.07, -1.77], [-0.39, 0.05, -0.18], [0.37, -0.11, 0.00], [-0.60, -0.70, 0.39], [-0.44, 0.22, -0.13], [-2.46, 0.71, -2.07], [-0.11, -0.17, -0.07], [3.65, 4.15, -0.65], [-1.17, -3.69, 2.22], [0.14, 0.90, -0.59], [0.47, -0.23, 0.08], [-1.28, -1.46, 0.95], [0.45, 0.05, 0.02], [1.11, 2.84, -1.29], [0.48, -0.05, 0.56], [-0.46, -4.10, -0.69], [-1.94, 1.26, 1.06], [0.27, -0.28, 0.27], [0.38, 0.21, 0.11], [0.31, -0.09, 0.14], [0.08, 0.03, 0.07], [-1.95, -2.67, 2.33], [-0.20, -1.52, 0.84], [7.29, 0.99, 1.24], [-3.84, 3.23, -3.40], [0.16, -0.38, -0.01], [-0.46, -0.16, -0.01], [-0.81, -0.06, -0.27], [-0.18, 0.57, -0.95], [0.15, 2.87, -5.35], [0.48, 0.38, 0.75], [-1.15, -5.71, 0.47], [0.64, 2.20, 3.52], [-0.71, -0.64, -0.22], [0.54, 0.41, 0.38], [-0.04, -0.39, 0.23], [-0.07, 0.82, 0.28], [2.63, -4.63, 2.43], [0.26, -0.25, -0.19], [-2.44, 4.53, -5.60], [-0.85, 0.05, 4.23], [0.18, 0.04, -0.74], [-0.09, 0.00, -0.47], [-0.03, 0.12, -0.43], [0.32, -0.25, 0.29], [-0.46, 0.47, -2.38], [1.35, 3.06, -1.88], [-4.70, -2.59, -2.38], [3.44, -1.39, 6.46], [0.02, 0.14, -0.32], [0.01, 0.11, 0.26], [-0.09, -0.26, -0.22], [0.42, 0.40, 0.30], [2.11, 2.44, 2.41], [-1.14, -0.26, -0.82], [-2.64, 1.78, -1.03], [1.52, -4.38, -0.88], [0.31, -0.06, -0.29], [-0.26, 0.24, 0.39], [0.10, 0.16, 0.34], [-0.10, 0.23, -0.22], [2.90, -5.51, 0.00], [0.46, 1.05, -0.53], [-0.69, -0.40, 3.31], [-2.83, 5.02, -3.52], [-0.08, 0.35, -0.44], [0.52, -0.79, 1.42], [-0.46, 0.39, 0.17], [0.31, -0.04, -0.26]]}


Question: Which formula does entry 1 have?
Answer: C18H54O9S9


Question: Among the records above, which one has the lowest multiplicity?
Answer: C18H54O9S9


Question: Which of these has the highest multiplicity?
Answer: C18H55F6N20O15Ti